{
  "formula": "C48H132N12O12",
  "method": "ωB97M-V with the def2-TZVPD basis set",
  "elements": ["C", "O", "C", "C", "C", "N", "H", "H", "H", "H", "H", "H", "H", "H", "H", "H", "H", "C", "O", "C", "C", "C", "N", "H", "H", "H", "H", "H", "H", "H", "H", "H", "H", "H", "C", "O", "C", "C", "C", "N", "H", "H", "H", "H", "H", "H", "H", "H", "H", "H", "H", "C", "O", "C", "C", "C", "N", "H", "H", "H", "H", "H", "H", "H", "H", "H", "H", "H", "C", "O", "C", "C", "C", "N", "H", "H", "H", "H", "H", "H", "H", "H", "H", "H", "H", "C", "O", "C", "C", "C", "N", "H", "H", "H", "H", "H", "H", "H", "H", "H", "H", "H", "C", "O", "C", "C", "C", "N", "H", "H", "H", "H", "H", "H", "H", "H", "H", "H", "H", "C", "O", "C", "C", "C", "N", "H", "H", "H", "H", "H", "H", "H", "H", "H", "H", "H", "C", "O", "C", "C", "C", "N", "H", "H", "H", "H", "H", "H", "H", "H", "H", "H", "H", "C", "O", "C", "C", "C", "N", "H", "H", "H", "H", "H", "H", "H", "H", "H", "H", "H", "C", "O", "C", "C", "C", "N", "H", "H", "H", "H", "H", "H", "H", "H", "H", "H", "H", "C", "O", "C", "C", "C", "N", "H", "H", "H", "H", "H", "H", "H", "H", "H", "H", "H"],
  "positions_angstrom": [[-0.625, 0.964, 5.839], [-0.354, 2.343, 5.531], [-1.539, 2.873, 4.995], [-1.463, 4.390, 4.920], [-1.013, 4.977, 6.310], [-2.705, 5.053, 4.549], [0.210, 0.558, 6.410], [-0.565, 0.378, 4.922], [-1.390, 0.808, 6.599], [-1.685, 2.454, 3.999], [-2.419, 2.504, 5.521], [-0.784, 4.750, 4.147], [-1.012, 6.064, 6.378], [-0.027, 4.610, 6.596], [-1.686, 4.661, 7.107], [-3.316, 4.933, 5.344], [-2.544, 6.050, 4.545], [-1.925, 2.339, -7.488], [-0.969, 3.041, -6.724], [0.281, 2.442, -6.668], [0.325, 1.225, -5.745], [-0.100, 1.597, -4.347], [1.640, 0.659, -5.577], [-2.623, 3.025, -7.968], [-2.550, 1.674, -6.893], [-1.463, 1.795, -8.312], [0.702, 2.136, -7.626], [0.943, 3.249, -6.355], [-0.316, 0.489, -6.230], [0.171, 0.820, -3.632], [-1.163, 1.835, -4.307], [0.429, 2.466, -3.955], [2.182, 1.387, -5.134], [1.726, -0.126, -4.947], [-3.269, 5.455, 0.422], [-4.465, 5.782, 1.080], [-4.527, 7.057, 1.668], [-5.784, 7.006, 2.560], [-6.356, 8.400, 2.807], [-5.409, 6.600, 3.857], [-3.047, 6.198, -0.345], [-3.386, 4.483, -0.056], [-2.459, 5.469, 1.150], [-3.641, 7.302, 2.254], [-4.709, 7.732, 0.831], [-6.592, 6.449, 2.086], [-5.662, 9.090, 3.286], [-7.280, 8.445, 3.383], [-6.696, 8.887, 1.893], [-4.928, 7.373, 4.295], [-4.703, 5.894, 3.702], [2.928, -0.943, 4.820], [3.231, 0.039, 3.835], [2.801, 1.341, 4.256], [2.068, 1.948, 3.048], [2.989, 2.180, 1.851], [1.540, 3.200, 3.555], [3.082, -1.961, 4.462], [1.929, -0.804, 5.232], [3.682, -0.853, 5.602], [2.098, 1.316, 5.089], [3.649, 1.891, 4.665], [1.180, 1.369, 2.796], [3.906, 2.696, 2.137], [2.438, 2.618, 1.019], [3.373, 1.211, 1.532], [1.118, 2.989, 4.448], [0.807, 3.410, 2.892], [4.862, -1.666, 1.148], [6.224, -2.016, 1.305], [6.985, -1.632, 0.142], [8.387, -2.144, 0.415], [9.137, -1.285, 1.434], [9.219, -2.166, -0.792], [4.347, -2.108, 0.295], [4.818, -0.579, 1.080], [4.316, -2.081, 1.995], [6.596, -2.136, -0.742], [6.986, -0.574, -0.119], [8.369, -3.166, 0.793], [9.179, -0.257, 1.074], [10.080, -1.780, 1.666], [8.636, -1.318, 2.402], [8.724, -2.492, -1.609], [9.527, -1.263, -1.125], [3.627, 3.955, -5.445], [3.417, 2.718, -4.767], [4.125, 2.665, -3.472], [3.979, 1.244, -2.924], [4.132, 1.163, -1.425], [4.855, 0.265, -3.570], [3.218, 4.819, -4.921], [3.204, 3.903, -6.449], [4.698, 3.999, -5.643], [5.142, 3.057, -3.490], [3.622, 3.372, -2.813], [2.972, 0.864, -3.095], [3.892, 0.175, -1.032], [3.321, 1.788, -1.051], [5.139, 1.476, -1.149], [5.764, 0.653, -3.361], [4.787, 0.430, -4.564], [1.343, -5.082, 0.907], [0.254, -4.598, 0.133], [-0.546, -5.660, -0.325], [-1.017, -5.236, -1.709], [-2.051, -6.216, -2.275], [0.072, -5.096, -2.712], [1.991, -5.675, 0.262], [1.098, -5.683, 1.782], [1.929, -4.347, 1.459], [-0.018, -6.603, -0.465], [-1.287, -5.781, 0.465], [-1.543, -4.294, -1.554], [-2.512, -5.874, -3.202], [-2.867, -6.401, -1.577], [-1.517, -7.142, -2.486], [0.465, -5.977, -3.011], [0.836, -4.692, -2.190], [-8.108, 1.502, 5.304], [-7.428, 2.473, 4.457], [-6.039, 2.238, 4.158], [-5.741, 3.063, 2.895], [-6.411, 2.463, 1.640], [-4.295, 3.209, 2.669], [-7.516, 1.334, 6.203], [-8.321, 0.547, 4.824], [-9.076, 1.865, 5.652], [-5.493, 2.568, 5.042], [-5.726, 1.207, 3.992], [-6.088, 4.088, 3.024], [-7.487, 2.619, 1.576], [-6.298, 1.388, 1.500], [-5.944, 2.946, 0.781], [-3.788, 3.685, 3.401], [-4.145, 3.823, 1.882], [-4.103, -0.906, -6.475], [-3.976, -2.236, -5.952], [-3.168, -2.294, -4.773], [-1.654, -2.079, -5.015], [-0.912, -2.972, -5.967], [-1.049, -2.194, -3.693], [-3.129, -0.546, -6.805], [-4.632, -0.310, -5.731], [-4.714, -0.887, -7.377], [-3.559, -1.633, -3.999], [-3.263, -3.247, -4.253], [-1.608, -1.088, -5.466], [0.160, -2.791, -6.048], [-1.197, -2.914, -7.018], [-0.958, -4.006, -5.624], [-0.094, -2.004, -3.964], [-0.982, -3.184, -3.508], [-1.754, 1.556, 0.652], [-0.339, 1.650, 0.222], [-0.013, 0.567, -0.617], [0.151, -0.818, 0.074], [1.042, -0.953, 1.304], [0.628, -1.792, -0.917], [-2.180, 2.365, 1.246], [-2.098, 0.669, 1.184], [-2.282, 1.438, -0.294], [-0.673, 0.504, -1.481], [0.917, 0.973, -1.016], [-0.879, -1.132, 0.242], [1.026, -2.009, 1.574], [0.610, -0.387, 2.129], [2.112, -0.770, 1.205], [0.012, -1.896, -1.711], [0.500, -2.680, -0.454], [4.629, -5.150, -1.471], [3.740, -4.741, -2.565], [3.306, -3.338, -2.522], [2.486, -2.947, -3.755], [3.225, -3.114, -5.067], [2.019, -1.513, -3.662], [3.970, -5.653, -0.763], [5.231, -4.331, -1.077], [5.360, -5.837, -1.896], [2.807, -3.093, -1.584], [4.128, -2.638, -2.375], [1.573, -3.526, -3.894], [4.139, -2.523, -5.128], [2.663, -2.897, -5.976], [3.455, -4.177, -5.148], [1.713, -1.395, -2.707], [2.858, -0.954, -3.603], [-0.356, -3.057, 4.176], [-1.256, -4.063, 4.642], [-1.379, -5.026, 3.612], [-2.490, -6.025, 3.838], [-2.795, -6.897, 2.602], [-3.746, -5.358, 4.148], [0.222, -2.712, 5.034], [-0.825, -2.143, 3.811], [0.309, -3.372, 3.373], [-1.597, -4.489, 2.689], [-0.463, -5.608, 3.511], [-2.251, -6.646, 4.701], [-3.123, -6.436, 1.671], [-3.455, -7.759, 2.704], [-1.865, -7.338, 2.243], [-3.593, -4.657, 4.860], [-3.878, -4.827, 3.299]],
  "forces_ev_per_angstrom": [[2.2, 0.1, 0.6], [-0.9, -1.2, 1.2], [-0.4, 0.4, -1.3], [0.8, 1.8, 1.5], [0.4, -0.7, -0.3], [-0.7, -0.7, 0.1], [0.6, 0.4, -0.1], [-1.1, -0.2, -0.1], [-0.9, 0.2, -0.9], [0.0, 0.1, -0.5], [-0.2, 0.4, 0.6], [0.6, -0.6, 0.1], [0.1, 0.1, -0.5], [0.1, 0.1, -0.1], [-0.3, -0.3, -0.1], [-0.6, -0.1, 0.1], [0.2, 0.2, -0.2], [-0.3, 0.1, -0.3], [-1.0, 0.2, -0.5], [1.4, -0.2, 0.3], [0.2, -0.1, 1.0], [-1.3, 0.3, 0.6], [1.4, 0.6, -1.6], [0.1, 0.4, 0.2], [0.2, -0.3, 0.2], [0.2, -0.3, 0.1], [-0.4, -0.1, -0.6], [0.2, -0.1, 0.5], [-0.3, -0.2, 0.3], [-0.5, -0.4, -0.2], [-0.2, 0.0, 0.4], [0.2, 0.3, -0.4], [0.3, 0.1, -0.3], [-0.9, -0.3, -0.2], [0.0, 0.7, 0.0], [-0.1, -1.0, 0.1], [-1.8, -0.3, -1.2], [0.0, 2.9, -0.3], [-0.9, 1.1, -1.1], [0.3, -2.0, 1.3], [0.1, 0.1, -0.2], [0.1, 0.0, 0.2], [0.4, -0.3, 0.0], [0.2, 0.1, 0.0], [0.4, 0.7, 0.1], [0.4, -0.6, 0.1], [0.3, -0.1, 0.0], [0.2, -0.7, 0.5], [0.4, 0.0, -0.4], [0.0, 0.1, 0.2], [0.1, -0.6, 0.6], [1.1, 0.3, 0.0], [-0.6, -0.5, 0.6], [-0.2, -0.9, -1.1], [1.0, 0.8, 1.0], [-0.1, -1.2, 0.3], [0.3, 0.9, -0.5], [-0.3, 0.1, -0.6], [-0.1, -0.1, 0.0], [-0.2, 0.1, 0.6], [-0.2, -0.5, 0.1], [0.2, 0.4, -0.5], [0.5, -0.8, -0.2], [-0.3, 0.6, 0.0], [0.2, 0.3, 0.1], [-0.2, -0.2, -0.3], [-0.4, 0.3, -0.1], [-0.4, 0.7, 0.2], [0.1, -0.1, 0.5], [-0.1, 0.4, -1.3], [0.1, -1.5, 0.9], [1.0, 0.8, -0.4], [-0.7, -0.9, 0.6], [0.1, -0.2, -0.7], [0.4, -0.1, -0.6], [-0.5, 0.1, 0.2], [0.1, 0.5, 0.3], [-0.3, -0.3, -0.2], [-0.2, 0.4, 0.5], [-0.4, 0.0, 0.0], [0.5, 0.0, 0.1], [0.4, 0.5, -0.5], [-0.4, 0.3, -0.1], [-0.3, -0.6, 0.1], [0.1, 0.5, 0.6], [0.6, -0.9, -0.4], [1.2, 0.5, 1.2], [-1.9, 0.1, -0.5], [-0.4, -0.7, -0.2], [-0.5, 0.4, -0.3], [0.3, 0.7, 0.0], [0.2, 0.0, 0.2], [-0.5, -0.2, 0.2], [0.2, 0.7, 0.3], [0.4, -0.4, -0.6], [-0.3, 0.0, 0.2], [-0.3, 0.6, -0.3], [0.4, -0.2, -0.3], [0.5, 0.4, 0.6], [-0.1, 0.1, 0.5], [0.8, -0.5, 0.1], [-0.2, -0.2, -0.5], [0.5, -0.3, 0.5], [1.6, 0.1, 1.1], [-0.2, 0.2, -0.5], [-1.3, -0.8, -0.7], [0.3, 0.0, 0.2], [-0.4, 0.6, 1.4], [0.2, 0.0, 0.1], [-0.9, -0.6, -0.3], [-0.1, 1.0, -0.9], [0.5, -0.1, 0.3], [-0.6, -0.4, -0.5], [0.3, 0.5, -0.3], [0.2, 0.2, 0.0], [0.1, -0.1, 0.1], [-0.3, -0.3, 0.0], [-0.4, -0.5, 0.0], [0.5, 0.5, -0.1], [0.9, 0.6, -0.2], [-0.8, -1.3, 0.2], [-0.6, 0.8, 0.1], [0.3, 0.2, 0.0], [0.2, 0.3, 0.0], [0.4, -1.2, -0.4], [0.2, -0.2, 0.1], [0.4, -0.1, -0.4], [0.1, 0.6, -0.4], [0.5, 0.3, 0.0], [-0.5, -0.4, -0.1], [-0.9, -0.1, 0.3], [0.0, 0.4, 0.3], [0.5, -0.1, 0.3], [-0.1, 0.0, -0.2], [-0.4, 0.1, 0.4], [-0.3, -0.1, -0.1], [0.0, -0.9, 0.2], [0.1, -0.1, 0.0], [0.4, -0.5, -0.6], [-1.4, 0.5, -0.1], [0.0, -1.1, -0.9], [0.5, 0.8, -0.4], [0.0, 0.5, 0.4], [0.4, 0.5, 0.1], [-0.2, -0.6, 0.1], [0.3, 0.8, -0.1], [-0.4, -0.6, -0.7], [0.5, 0.5, 0.7], [0.1, 0.6, 0.6], [-0.6, -0.1, 0.0], [-0.3, -0.3, -0.2], [0.8, 0.5, 0.7], [-0.2, -0.6, 0.2], [0.2, -0.4, -1.3], [-2.4, -0.2, 2.0], [1.6, 0.3, 0.3], [-0.3, 0.4, -1.5], [-0.8, -0.2, 0.1], [0.6, -0.1, 0.0], [0.8, 0.5, -0.3], [1.0, -0.5, 0.4], [-0.5, 0.5, -0.1], [-0.5, -0.3, 0.1], [0.6, -0.7, -0.3], [-0.2, 0.2, 1.1], [-0.3, -0.2, 0.2], [0.3, 0.0, 0.0], [-0.2, 0.7, -0.4], [-0.5, 0.6, -0.3], [0.4, -0.4, 0.0], [-1.0, 0.3, -1.5], [0.4, 1.3, 0.4], [0.4, -0.7, 0.5], [-0.5, 1.2, -0.8], [0.5, -0.7, -0.2], [0.8, -1.2, 0.8], [0.5, 0.1, 0.5], [-0.4, 0.3, 0.3], [-0.3, -0.3, 0.0], [-1.0, -0.6, 0.1], [0.9, -0.1, -0.8], [0.0, -0.3, 0.6], [0.1, 0.0, 0.2], [-0.5, 0.3, 0.3], [0.5, 0.0, -0.1], [-0.7, 0.0, 0.5], [0.7, 0.1, -0.5], [0.2, 0.6, 0.9], [0.4, 0.1, -0.7], [-0.2, -0.5, -0.4], [-1.4, -0.3, 0.2], [1.6, -0.8, -0.6], [-0.1, 0.3, -0.2], [0.3, -0.3, 0.0], [-0.7, -0.1, -0.2], [0.1, -0.4, 0.2], [0.1, 0.0, -0.5], [0.5, 0.2, -0.2], [0.2, -0.3, -0.1], [-0.4, 1.0, 0.4], [-0.2, 0.3, 0.8], [0.4, -0.3, 0.2], [0.1, 0.1, 0.3], [-0.8, 0.4, -0.1]],
  "mulliken_charge": [-0.9919, -0.4749, -0.6732, -0.0458, -1.5678, -0.4107, 0.3493, 0.3313, 0.4489, 0.0826, 0.7208, 0.2843, 0.4571, 0.3081, 0.3764, 0.3116, 0.3393, -0.6296, -0.4736, -0.8212, 0.7316, -0.7313, -0.4467, 0.3648, 0.0946, 0.3306, 0.5001, 0.0603, 0.1068, -0.2352, 0.5376, 0.3729, 0.2534, 0.3608, -0.8741, -0.2418, -0.6282, 0.6011, -1.8657, -0.5682, 0.4210, 0.2380, 0.2701, 0.2233, 0.4979, 0.2833, 0.3849, 0.4131, 0.4285, 0.3206, 0.0341, -0.5494, -0.0006, -1.2502, 2.1876, -1.1797, -0.7218, 0.2510, -0.0266, 0.3313, 0.2525, 0.2394, -0.5669, 0.3318, 0.3612, -0.1153, 0.4267, 0.3588, 0.2952, -0.5085, -0.0221, 0.3961, -1.4415, -0.7570, -0.2748, 0.2585, 0.0951, -0.0651, 0.1425, 0.2835, 0.3532, 0.3942, 0.3160, 0.2535, 0.2681, -1.1212, -0.3830, -1.3576, 3.2584, -1.4683, -0.5350, 0.3773, 0.3511, 0.3455, 0.4952, 0.4376, -1.9503, -0.1039, 0.0459, 0.6084, 0.4142, 0.3106, -1.0100, 0.1112, -0.8916, 1.1172, -1.6931, -0.2168, 0.3058, 0.2807, 0.1799, 0.5832, -0.5663, 0.0926, 0.3418, 0.3681, 0.4384, 0.3361, -0.2529, -0.7938, -0.3436, -0.8424, 1.3660, -1.6763, 0.3340, 0.3041, 0.3043, 0.2508, 0.3493, 0.4052, -0.1255, 0.3543, 0.3296, 0.4350, -0.2864, -0.2221, -0.5885, -0.4439, -0.8397, 2.2805, -1.2253, -0.1176, 0.0992, 0.3051, 0.3721, 0.3910, 0.3380, -1.3806, 0.2192, 0.4413, 0.2378, -0.2830, -0.1359, -0.3662, -0.5050, -0.3712, 1.0254, 1.3796, 1.2630, -0.1770, 0.2677, 0.4113, 0.6870, -0.8199, 0.3154, -0.7443, -0.5538, -0.4985, 0.1608, -1.0727, -0.3721, -0.4506, -0.3889, 1.1219, -2.0502, 0.7919, 0.1559, 0.0327, 0.2929, 0.0760, 0.6480, -0.1446, 0.3014, 0.2877, 0.5607, -1.0106, 0.2029, -0.4510, -0.4673, -0.1043, 0.1804, -1.3841, -0.7940, 0.2005, 0.2489, 0.1492, 0.1960, 0.1860, 0.3933, 0.2743, 0.4120, 0.3401, 0.3273, 0.2977],
  "de_lowest_kcal_mol": 123.4,
  "smiles": "COC[C@H](C)N.COC[C@H](C)N.COC[C@H](C)N.COC[C@H](C)N.COC[C@H](C)N.COC[C@H](C)N.COC[C@H](C)N.COC[C@H](C)N.COC[C@H](C)N.COC[C@H](C)N.COC[C@H](C)N.COC[C@H](C)N",
  "e_homo_ev": -8.049,
  "orbital_gap_ev": 8.4
}